Here is a single C17H20N2O5S molecule from OMol25. Energies are from ωB97M-V/def2-TZVPD.

Results
E_LUMO = 0.0162 Ha
calculated total energy = -42005.664 eV
SMILES string = Cc1ccc(S(=O)(=O)N2CCOCC2)cc1C(=O)NCc1ccco1
Kohn-Sham gap = 9.32 eV
highest occupied orbital energy = -8.88 eV
multiplicity = 1
F_max = 1.11 eV/Å
total charge = 0
energy above the lowest of the compared OMol25 structures with the same formula, charge and spin = 186.3 kJ/mol

Each atom is followed by the atoms it is bonded to, with distances in Å.
Positions of all 45 atoms, in Å:
1 C -2.054 -3.305 -1.475  C2 1.494, H26 1.086, H27 1.089, H28 1.088
2 C -0.881 -2.572 -0.910  C1 1.494, C3 1.392, C16 1.401
3 C 0.400 -2.812 -1.399  C2 1.392, C4 1.383, H29 1.080
4 C 1.500 -2.141 -0.897  C3 1.383, C5 1.381, H30 1.078
5 C 1.316 -1.212 0.108  C4 1.381, S6 1.787, C15 1.379
6 S 2.732 -0.347 0.772  C5 1.787, O7 1.432, O8 1.439, N9 1.683
7 O 3.657 -1.286 1.330  S6 1.432
8 O 2.250 0.717 1.614  S6 1.439
9 N 3.406 0.232 -0.657  S6 1.683, C10 1.451, C14 1.449
10 C 4.854 0.321 -0.688  N9 1.451, C11 1.530, H31 1.089, H32 1.095
11 C 5.330 1.614 -0.021  C10 1.530, O12 1.412, H33 1.091, H34 1.100
12 O 4.726 2.740 -0.622  C11 1.412, C13 1.411
13 C 3.321 2.687 -0.502  O12 1.411, C14 1.533, H35 1.091, H36 1.099
14 C 2.761 1.425 -1.168  N9 1.449, C13 1.533, H37 1.091, H38 1.095
15 C 0.059 -0.951 0.613  C5 1.379, C16 1.391, H39 1.080
16 C -1.048 -1.624 0.108  C2 1.401, C15 1.391, C17 1.500
17 C -2.400 -1.365 0.706  C16 1.500, O18 1.213, N19 1.353
18 O -3.179 -2.244 1.008  C17 1.213
19 N -2.661 -0.052 0.904  C17 1.353, C20 1.450, H40 1.008
20 C -3.930 0.409 1.434  N19 1.450, C21 1.492, H41 1.095, H42 1.094
21 C -4.620 1.323 0.478  C20 1.492, C22 1.365, O25 1.351
22 C -4.856 2.666 0.521  C21 1.365, C23 1.417, H43 1.071
23 C -5.532 2.989 -0.681  C22 1.417, C24 1.360, H44 1.070
24 C -5.649 1.820 -1.366  C23 1.360, O25 1.342, H45 1.072
25 O -5.100 0.809 -0.675  C21 1.351, C24 1.342
26 H -1.739 -4.023 -2.227  C1 1.086
27 H -2.758 -2.606 -1.924  C1 1.089
28 H -2.584 -3.823 -0.678  C1 1.088
29 H 0.534 -3.542 -2.184  C3 1.080
30 H 2.496 -2.326 -1.265  C4 1.078
31 H 5.242 -0.550 -0.160  C10 1.089
32 H 5.170 0.298 -1.736  C10 1.095
33 H 6.406 1.745 -0.142  C11 1.091
34 H 5.077 1.576 1.049  C11 1.100
35 H 2.940 3.585 -0.991  C13 1.091
36 H 3.031 2.685 0.557  C13 1.099
37 H 1.692 1.333 -0.973  C14 1.091
38 H 2.933 1.461 -2.249  C14 1.095
39 H -0.027 -0.238 1.419  C15 1.080
40 H -1.996 0.644 0.607  N19 1.008
41 H -4.525 -0.493 1.605  C20 1.095
42 H -3.775 0.932 2.383  C20 1.094
43 H -4.590 3.339 1.310  C22 1.071
44 H -5.879 3.955 -0.986  C23 1.070
45 H -6.086 1.586 -2.316  C24 1.072

---

Here is a single C17H20N4O2 molecule from OMol25. Energies are from ωB97M-V/def2-TZVPD.

Results
E_LUMO = -0.0061 Ha
calculated total energy = -28006.427 eV
SMILES string = Cc1ccc(N2CCN(c3ccc([N+](=O)[O-])cn3)CC2)c(C)c1
Kohn-Sham gap = 8.11 eV
highest occupied orbital energy = -8.28 eV
multiplicity = 1
F_max = 1.39 eV/Å
total charge = 0
energy above the lowest of the compared OMol25 structures with the same formula, charge and spin = 450.0 kJ/mol

Each atom is followed by the atoms it is bonded to, with distances in Å.
Positions of all 43 atoms, in Å:
1 C -5.331 -2.736 -0.232  C2 1.498, H24 1.090, H25 1.087, H26 1.088
2 C -4.214 -1.736 -0.239  C1 1.498, C3 1.388, C23 1.387
3 C -2.943 -2.100 -0.663  C2 1.388, C4 1.381, H27 1.081
4 C -1.916 -1.177 -0.686  C3 1.381, C5 1.391, H28 1.081
5 C -2.128 0.141 -0.292  C4 1.391, N6 1.419, C21 1.400
6 N -1.114 1.132 -0.287  C5 1.419, C7 1.457, C20 1.447
7 C -0.156 1.132 -1.385  N6 1.457, C8 1.526, H29 1.096, H30 1.097
8 C 1.190 1.700 -0.946  C7 1.526, N9 1.448, H31 1.095, H32 1.090
9 N 1.712 0.920 0.156  C8 1.448, C10 1.343, C19 1.449
10 C 2.963 0.432 0.131  N9 1.343, C11 1.418, N18 1.346
11 C 3.469 -0.407 1.156  C10 1.418, C12 1.368, H33 1.076
12 C 4.761 -0.847 1.071  C11 1.368, C13 1.401, H34 1.080
13 C 5.540 -0.461 -0.028  C12 1.401, N14 1.419, C17 1.394
14 N 6.886 -0.896 -0.151  C13 1.419, O15 1.218, O16 1.219
15 O 7.519 -0.526 -1.123  N14 1.218
16 O 7.332 -1.617 0.724  N14 1.219
17 C 4.958 0.355 -0.997  C13 1.394, N18 1.309, H35 1.082
18 N 3.724 0.785 -0.922  C10 1.346, C17 1.309
19 C 0.777 0.606 1.217  N9 1.449, C20 1.533, H36 1.096, H37 1.099
20 C -0.521 1.394 1.007  N6 1.447, C19 1.533, H38 1.090, H39 1.096
21 C -3.406 0.522 0.134  C5 1.400, C22 1.499, C23 1.387
22 C -3.687 1.932 0.556  C21 1.499, H40 1.087, H41 1.090, H42 1.087
23 C -4.422 -0.423 0.155  C2 1.387, C21 1.387, H43 1.081
24 H -5.694 -2.898 -1.247  C1 1.090
25 H -6.162 -2.386 0.376  C1 1.087
26 H -4.989 -3.693 0.156  C1 1.088
27 H -2.752 -3.118 -0.971  C3 1.081
28 H -0.936 -1.502 -1.005  C4 1.081
29 H 0.010 0.126 -1.788  C7 1.096
30 H -0.563 1.748 -2.197  C7 1.097
31 H 1.084 2.748 -0.647  C8 1.095
32 H 1.911 1.645 -1.761  C8 1.090
33 H 2.851 -0.699 1.988  C11 1.076
34 H 5.196 -1.486 1.825  C12 1.080
35 H 5.526 0.666 -1.863  C17 1.082
36 H 1.209 0.867 2.190  C19 1.096
37 H 0.549 -0.469 1.214  C19 1.099
38 H -1.233 1.114 1.784  C20 1.090
39 H -0.316 2.466 1.107  C20 1.096
40 H -3.006 2.615 0.055  C22 1.087
41 H -3.555 2.048 1.632  C22 1.090
42 H -4.713 2.202 0.315  C22 1.087
43 H -5.407 -0.119 0.482  C23 1.081